Entry from OMol25: a 11-piece molecular cluster, C48H117N11O6 overall in a non-equilibrium geometry (the ωB97M-V functional and the def2-TZVPD basis).

Element x y z (Å)
C: -7.76064 16.38961 6.56493
C: -7.81198 15.52388 5.29729
N: -9.13423 14.86677 5.22431
C: -10.10725 15.77597 4.62779
C: -11.52638 15.43903 5.03285
C: -9.02937 13.60912 4.51057
C: -8.26741 12.49257 5.21142
H: -8.11942 15.85464 7.44350
H: -8.33410 17.31964 6.53653
H: -6.71759 16.69556 6.69545
H: -7.62631 16.13149 4.40396
H: -6.97908 14.82527 5.38063
H: -9.85533 16.77463 4.98153
H: -10.04117 15.81481 3.52917
H: -12.20088 16.28363 4.85507
H: -11.96311 14.58084 4.52489
H: -11.59160 15.31829 6.11688
H: -8.62061 13.67917 3.48708
H: -10.02932 13.20821 4.30739
H: -7.24463 12.77438 5.47728
H: -8.26251 11.59354 4.59657
H: -8.70271 12.20205 6.17252
C: -0.72423 17.39216 2.98023
C: -0.00397 16.44081 3.91122
N: -0.90783 15.73431 4.82255
C: -1.68443 14.70829 4.11762
C: -2.64493 13.94154 5.00775
C: -0.22048 15.18943 5.99917
C: 0.83492 14.13402 5.71795
H: 0.02596 17.88055 2.35350
H: -1.26177 18.19494 3.48986
H: -1.45239 16.91167 2.32493
H: 0.58713 15.74344 3.30119
H: 0.70405 16.98339 4.54320
H: -2.32226 15.23352 3.39804
H: -1.06118 14.02923 3.51881
H: -3.38227 13.37201 4.44078
H: -2.14768 13.21404 5.65310
H: -3.19120 14.65083 5.63492
H: -0.94110 14.75486 6.69065
H: 0.29165 16.03681 6.46211
H: 1.37431 13.84038 6.62104
H: 1.59957 14.42438 4.99085
H: 0.45922 13.19604 5.29315
C: 2.67183 19.50577 2.37134
C: 2.30679 20.03388 3.75992
N: 1.29135 21.08635 3.69718
C: 1.88101 22.28771 3.11119
C: 0.86009 23.28964 2.55888
C: 0.72188 21.38027 5.00749
C: -0.28365 20.28355 5.36355
H: 3.06187 18.48910 2.33689
H: 3.40579 20.14480 1.87581
H: 1.79876 19.53085 1.71461
H: 1.93564 19.18164 4.33219
H: 3.16967 20.41953 4.32325
H: 2.47692 22.85954 3.84610
H: 2.61205 22.07168 2.33373
H: 1.36145 24.23433 2.34931
H: 0.36019 22.85124 1.69620
H: 0.09841 23.55210 3.29496
H: 0.18893 22.32928 4.92982
H: 1.44992 21.57867 5.80874
H: -0.78348 20.46518 6.31887
H: 0.21192 19.31732 5.47638
H: -1.04910 20.19187 4.59542
C: 0.95863 18.87855 8.63393
C: 2.24061 19.39021 7.97475
N: 3.47201 18.78624 8.45519
C: 3.87993 19.36427 9.72643
C: 5.35416 19.09373 10.04497
C: 3.49073 17.33610 8.41377
C: 3.20285 16.81699 7.01124
H: 0.10200 19.44591 8.26538
H: 0.92342 19.03810 9.71565
H: 0.81335 17.80191 8.53434
H: 2.13635 19.21624 6.89723
H: 2.23427 20.47803 8.05439
H: 3.29215 19.05790 10.60230
H: 3.81304 20.45187 9.66105
H: 5.67654 19.78892 10.82807
H: 6.03698 19.27349 9.21751
H: 5.46462 18.10644 10.49855
H: 4.44774 16.88970 8.68348
H: 2.76252 16.93497 9.13349
H: 3.95825 17.16424 6.30234
H: 3.27544 15.72505 6.99510
H: 2.22977 17.05002 6.57474
C: -10.00236 17.70858 9.50958
C: -9.11324 18.90428 9.86168
N: -7.92079 18.55784 10.60996
C: -6.98121 17.75935 9.82349
C: -5.78140 17.26423 10.60516
C: -7.31044 19.75119 11.17262
C: -8.09297 20.40133 12.32419
H: -9.93518 16.95163 10.29435
H: -9.69359 17.21840 8.58523
H: -11.02831 18.05358 9.39169
H: -8.93739 19.44111 8.91561
H: -9.70806 19.57596 10.48147
H: -7.56099 16.88766 9.50668
H: -6.62970 18.25275 8.90539
H: -6.00056 16.56768 11.41538
H: -5.19085 16.65387 9.90866
H: -5.08030 18.04651 10.89668
H: -7.16785 20.48154 10.36303
H: -6.36188 19.53467 11.66530
H: -8.96062 20.94213 11.93309
H: -7.52345 21.20073 12.80377
H: -8.38720 19.69139 13.09480
C: -6.70600 21.40368 2.57699
C: -6.21267 19.99416 2.32265
O: -5.19034 19.80510 1.67658
N: -6.97790 18.95762 2.74904
C: -7.90207 19.00104 3.87027
H: -6.92569 21.62454 3.62239
H: -7.58903 21.69842 2.00424
H: -5.94278 22.09984 2.23224
H: -6.66251 18.03368 2.45703
H: -8.31288 19.98808 4.07767
H: -7.33965 18.71701 4.76563
H: -8.75571 18.34765 3.70735
C: -5.93359 13.81920 1.58891
C: -5.61252 15.30261 1.51247
O: -6.22353 16.15022 2.15012
N: -4.53324 15.60366 0.76428
C: -4.14635 16.96887 0.44960
H: -6.88143 13.71118 2.11280
H: -5.13064 13.30609 2.11139
H: -6.11818 13.43678 0.58410
H: -4.17949 14.89536 0.14483
H: -4.77488 17.43130 -0.30878
H: -3.09966 16.93179 0.13796
H: -4.12596 17.63010 1.31281
C: -7.46075 13.20290 9.15752
C: -6.18296 13.14044 9.94791
O: -6.12024 12.54194 11.02245
N: -5.05744 13.69864 9.44616
C: -4.90079 14.36020 8.17664
H: -8.11027 12.41682 9.52622
H: -7.34445 13.12544 8.07405
H: -7.93094 14.18641 9.25401
H: -4.26531 13.61294 10.05886
H: -3.88694 14.76190 8.15281
H: -5.55110 15.24108 8.10640
H: -5.10019 13.77134 7.27722
C: -2.01387 16.16916 11.46859
C: -1.88971 17.61907 11.87846
O: -1.03853 18.34633 11.37574
N: -2.69666 18.03367 12.86622
C: -2.75612 19.39350 13.36183
H: -2.93663 15.74591 11.87144
H: -1.13413 15.64575 11.83595
H: -2.06861 16.08659 10.38486
H: -3.41610 17.42485 13.21391
H: -3.19462 19.39985 14.35811
H: -3.36994 19.98967 12.68219
H: -1.78141 19.86609 13.45579
C: -2.58822 17.61396 7.81837
C: -3.63582 17.78811 6.76595
O: -4.73676 18.27149 7.08349
N: -3.39779 17.42429 5.50829
C: -4.39783 17.50611 4.47386
H: -1.94727 16.75745 7.59124
H: -3.13063 17.41717 8.74135
H: -1.95964 18.49213 7.95088
H: -2.58956 16.82348 5.35701
H: -3.96021 17.28214 3.50460
H: -4.78673 18.52303 4.39410
H: -5.23570 16.84295 4.70151
C: -3.80805 21.24742 5.00124
C: -5.19358 21.68770 5.44252
O: -5.67802 22.73062 5.02522
N: -5.85697 20.76409 6.16851
C: -7.15831 20.96904 6.75832
H: -3.85021 20.73373 4.03713
H: -3.32762 20.56007 5.70099
H: -3.19298 22.13349 4.85495
H: -5.38471 19.90749 6.44678
H: -7.07471 21.08408 7.83875
H: -7.76794 20.08324 6.55245
H: -7.68344 21.81464 6.32028

Summary:
max |F|	1.5	eV Å⁻¹
E	-2952.88656	Ha
net charge	0
highest occupied orbital energy	-8.214	eV
molecular weight	944.54	g mol⁻¹
frontier orbital gap	0.3132	Ha


Entry from OMol25: a 8-piece molecular cluster, C48H120N8O16 overall in a non-equilibrium geometry (the ωB97M-V functional and the def2-TZVPD basis).

Element x y z (Å)
C: -0.28749 -2.26100 -11.15443
O: 0.61557 -1.70686 -10.23224
C: 1.91226 -1.55477 -10.78607
C: 2.73291 -0.67627 -9.87602
N: 2.80203 -1.28399 -8.54268
C: 3.12752 -0.32136 -7.51570
C: 3.12979 -0.95893 -6.14753
O: 1.87690 -1.50489 -5.89602
C: 1.83175 -2.44129 -4.87075
H: -0.34262 -1.64945 -12.06150
H: -1.27656 -2.29273 -10.70020
H: 0.00919 -3.28758 -11.40109
H: 1.80851 -1.05486 -11.76182
H: 2.36917 -2.53001 -10.99131
H: 2.32844 0.34178 -9.87328
H: 3.74133 -0.70796 -10.30484
H: 1.87424 -1.66878 -8.40116
H: 2.40976 0.52202 -7.51467
H: 4.10860 0.13999 -7.66170
H: 3.51742 -0.26428 -5.38809
H: 3.90006 -1.75157 -6.17614
H: 0.90856 -3.01655 -4.96164
H: 1.91033 -2.03012 -3.85842
H: 2.62525 -3.20012 -4.95752
C: -1.53062 0.76623 3.22104
O: -0.79356 -0.10884 2.38816
C: 0.56580 0.21188 2.33277
C: 1.32196 -0.65790 1.31866
N: 0.99275 -0.49199 -0.07699
C: -0.34516 -0.89597 -0.48516
C: -0.44356 -0.65027 -1.97089
O: -1.73145 -0.99082 -2.51995
C: -1.65738 -1.90224 -3.58966
H: -2.53875 0.35774 3.27569
H: -1.57220 1.74365 2.72955
H: -1.12687 0.80170 4.23750
H: 1.03923 -0.01787 3.30432
H: 0.75246 1.27619 2.12339
H: 1.15700 -1.70978 1.55905
H: 2.35424 -0.34767 1.50784
H: 1.17144 0.41788 -0.47962
H: -1.12618 -0.31817 0.01974
H: -0.57833 -1.93894 -0.24524
H: 0.34890 -1.13879 -2.54146
H: -0.40774 0.42576 -2.19174
H: -1.35753 -1.45094 -4.54088
H: -2.67366 -2.27893 -3.73932
H: -1.09173 -2.79841 -3.31266
C: -1.56922 -6.25290 -4.05137
O: -2.70948 -5.43274 -4.27222
C: -3.31543 -5.70408 -5.51426
C: -4.32505 -4.61527 -5.89324
N: -4.99487 -4.05432 -4.72876
C: -5.88710 -2.96530 -5.04685
C: -5.22781 -1.63358 -5.48348
O: -6.23323 -0.66359 -5.29836
C: -5.82654 0.56506 -5.84471
H: -0.68335 -5.73826 -4.43335
H: -1.69826 -7.24636 -4.48547
H: -1.50098 -6.36120 -2.96868
H: -3.76610 -6.70177 -5.55311
H: -2.55571 -5.64693 -6.30983
H: -5.08020 -5.06146 -6.54724
H: -3.80091 -3.84880 -6.48711
H: -4.25191 -3.80356 -4.08675
H: -6.47948 -2.71931 -4.16683
H: -6.49466 -3.27262 -5.89809
H: -4.93462 -1.74503 -6.53701
H: -4.32218 -1.40654 -4.90951
H: -5.90965 0.57251 -6.94235
H: -4.82661 0.90536 -5.56713
H: -6.56622 1.31977 -5.55915
C: 0.77271 -3.32773 4.73777
O: 2.09158 -3.27730 5.20666
C: 2.64356 -1.96825 5.28277
C: 2.05265 -1.10100 6.37375
N: 2.66314 -1.34168 7.64863
C: 2.09028 -0.55616 8.73636
C: 2.90668 -0.77737 9.99422
O: 2.57491 -2.05603 10.52672
C: 3.59340 -2.55589 11.36002
H: 0.07046 -2.60429 5.16811
H: 0.42712 -4.34570 4.88619
H: 0.74664 -3.07678 3.66051
H: 2.46024 -1.51714 4.29404
H: 3.72102 -2.07528 5.39795
H: 0.95633 -1.17079 6.32602
H: 2.33377 -0.07571 6.09136
H: 2.84020 -2.30953 7.87243
H: 1.07512 -0.93285 8.93704
H: 2.07464 0.48976 8.43329
H: 2.70899 -0.03489 10.77316
H: 3.95490 -0.77158 9.66643
H: 4.51145 -2.73362 10.77926
H: 3.22402 -3.48529 11.78039
H: 3.89906 -1.82462 12.11945
C: 4.15797 -9.41143 -4.79371
O: 4.07497 -9.98236 -3.51174
C: 3.31869 -9.21100 -2.60922
C: 3.99136 -7.92272 -2.13981
N: 3.84202 -6.75680 -3.01872
C: 2.46605 -6.31731 -3.24156
C: 1.95052 -5.41671 -2.14820
O: 2.70320 -4.21212 -2.14985
C: 2.43204 -3.38779 -1.05300
H: 4.90033 -8.60830 -4.82257
H: 3.19416 -9.04027 -5.16152
H: 4.48976 -10.17675 -5.49814
H: 3.16545 -9.82202 -1.71915
H: 2.33857 -9.01025 -3.06224
H: 5.05674 -8.17338 -2.16243
H: 3.67219 -7.71111 -1.11143
H: 4.31445 -5.99158 -2.54871
H: 1.80195 -7.16597 -3.39609
H: 2.41250 -5.77054 -4.19149
H: 2.15769 -5.91408 -1.18340
H: 0.87706 -5.19240 -2.14765
H: 2.88646 -2.42446 -1.30150
H: 2.90863 -3.70536 -0.11594
H: 1.38762 -3.12994 -0.84483
C: -1.44745 4.39175 4.27010
O: -0.36627 4.87735 5.02898
C: -0.19150 6.27161 4.87760
C: 0.98834 6.75882 5.67824
N: 1.52361 8.01683 5.15811
C: 0.96307 9.24632 5.68344
C: -0.49560 9.45869 5.33121
O: -0.72445 10.81829 5.09706
C: -2.09199 11.11648 5.02125
H: -1.56780 3.34158 4.52243
H: -1.20397 4.46460 3.20162
H: -2.35928 4.95470 4.49695
H: -1.11262 6.78835 5.17902
H: 0.03070 6.49476 3.82491
H: 1.85047 6.08864 5.66017
H: 0.76843 6.84804 6.75572
H: 2.52888 8.00324 5.18867
H: 1.45135 10.12523 5.24883
H: 1.20446 9.31239 6.75647
H: -1.15556 9.09305 6.14240
H: -0.81247 8.81497 4.49795
H: -2.60981 10.94273 5.97629
H: -2.60976 10.49012 4.28184
H: -2.22314 12.16352 4.76044
C: 1.14716 6.54801 9.82241
O: 0.52756 5.35947 9.35735
C: 1.39487 4.51538 8.64823
C: 0.49282 3.51799 7.96271
N: 0.13612 2.43805 8.91131
C: -0.75915 1.43837 8.38465
C: -2.15584 1.87838 7.91861
O: -2.35994 1.48598 6.57944
C: -3.62170 1.86579 6.10330
H: 2.08670 6.30108 10.33775
H: 0.48661 7.02281 10.54018
H: 1.42899 7.21205 8.99885
H: 2.13417 3.94100 9.22365
H: 2.00811 4.97578 7.85942
H: 1.04480 2.97604 7.18379
H: -0.39891 3.96722 7.52356
H: -0.20066 2.88687 9.75566
H: -0.88917 0.70750 9.18749
H: -0.27065 0.88539 7.57701
H: -2.31176 2.95594 8.07306
H: -2.90632 1.38812 8.55633
H: -4.46116 1.53638 6.73085
H: -3.84243 1.40277 5.13897
H: -3.67795 2.95228 5.96290
C: -2.18828 0.73184 -8.11452
O: -2.64394 1.78642 -7.28823
C: -1.71928 2.85666 -7.12034
C: -2.41751 3.92993 -6.25898
N: -1.93490 4.12725 -4.89895
C: -2.28492 2.97519 -4.04896
C: -1.95584 3.29894 -2.62173
O: -0.57869 3.00657 -2.36152
C: -0.28261 3.14625 -1.01080
H: -1.63666 -0.01280 -7.52864
H: -1.54982 1.09586 -8.92380
H: -3.08584 0.25288 -8.50426
H: -1.51555 3.27739 -8.10711
H: -0.86096 2.48929 -6.54419
H: -3.48547 3.71495 -6.18467
H: -2.38279 4.85700 -6.84110
H: -0.91970 4.17034 -4.89843
H: -1.69914 2.08119 -4.30160
H: -3.34698 2.75799 -4.14629
H: -2.58402 2.78703 -1.88125
H: -2.12547 4.36658 -2.41983
H: -1.00287 2.74516 -0.28299
H: -0.08114 4.19482 -0.75563
H: 0.61684 2.57379 -0.75738

Summary:
max |F|	1.9	eV Å⁻¹
E	-3542.28701	Ha
net charge	0
highest occupied orbital energy	-8.419	eV
molecular weight	1065.53	g mol⁻¹
frontier orbital gap	0.3297	Ha


ΔE to the lowest compared entry with this formula, charge and spin per entry: 47.3, 212.2 kJ/mol